C34H57N3O2PrSSi as an isolated structure at a distorted geometry, computed with the ωB97M-V functional and the def2-TZVPD basis.

```
99
Properties=species:S:1:pos:R:3:lowdin_spin:R:1
C -2.157 3.439 -2.241 0.000
C 2.886 -2.262 -1.172 0.000
H -2.864 -1.551 1.526 0.000
H 1.104 -4.902 -1.928 0.000
C -2.600 1.136 3.857 -0.001
C 2.093 -0.949 -4.794 0.000
C -2.176 2.462 0.378 0.000
N -1.956 1.820 1.635 -0.007
C -1.520 3.673 0.075 -0.001
H -4.647 2.590 1.830 0.000
C 1.207 1.660 -0.301 -0.017
H 2.142 -3.824 3.640 0.000
H 0.094 -3.930 -2.986 0.000
H 1.595 2.035 -3.759 0.000
H -1.361 4.475 2.088 0.000
H 4.632 1.494 -1.179 0.000
H -2.974 -0.363 -0.403 0.000
H 1.316 -1.996 -3.012 0.000
C 1.119 -3.552 3.344 0.000
C 1.760 -1.184 3.823 0.000
H 0.853 -1.696 -6.365 0.000
N -0.976 -0.490 3.116 -0.005
S 2.123 3.226 5.987 0.001
H 2.850 -4.135 -0.015 0.000
H -0.624 -4.875 -1.658 0.000
H -0.938 5.058 -1.448 0.000
Si 2.368 2.613 -1.429 -0.003
H 3.543 4.804 -0.828 0.000
C -2.909 1.798 -0.635 0.000
H -0.599 5.432 0.802 0.000
C -1.490 4.141 -1.244 0.000
C 1.698 -2.044 -5.752 0.000
H -4.456 2.781 3.584 0.000
H -3.221 1.430 4.699 0.000
O 1.144 -1.133 -3.669 0.000
H -0.922 -1.109 5.705 0.000
H 2.979 3.825 0.587 0.000
H 1.736 0.668 -0.226 -0.001
C 1.523 2.903 -3.089 0.000
Pr 0.390 1.196 1.837 2.042
H 1.929 0.041 -5.195 0.000
C -1.496 -2.824 2.590 0.000
H -3.445 1.747 -2.701 0.000
H -0.307 -2.383 -0.915 0.000
H 1.374 -2.925 -5.197 0.000
H 2.519 -2.342 -6.403 0.000
H 1.339 -0.331 4.376 0.000
H 4.143 -3.036 0.367 0.000
H 4.452 2.185 -2.786 0.000
C 3.900 1.662 -1.983 -0.001
H -4.430 0.368 -1.094 0.000
H 0.454 3.114 -2.989 0.000
H 3.097 -1.032 -4.375 0.000
H 0.209 3.988 1.405 0.000
C -0.088 -0.326 -3.735 0.000
H 1.780 4.716 -0.378 0.000
C 0.501 -3.125 -1.052 0.000
C 0.205 -4.512 2.938 0.000
H 0.840 -3.435 -0.053 0.000
C 0.748 -2.208 3.389 0.000
H 3.661 0.665 -2.389 0.000
C -2.874 -2.417 2.196 0.000
C 0.219 -4.278 -1.968 0.000
H -0.110 0.047 -4.776 0.000
C -0.784 4.412 1.151 0.000
H 0.053 0.526 -3.078 0.000
H 2.476 -1.667 4.504 0.000
H -1.790 -4.924 2.206 0.000
H -2.297 -0.058 6.139 0.000
C -2.780 1.888 2.680 0.000
H -2.588 -1.608 5.303 0.000
C -1.329 -1.083 -3.396 0.000
C 1.842 2.889 4.457 0.001
C 3.088 -3.068 0.087 0.000
H 3.627 -2.531 -1.929 0.000
H -1.365 -2.106 -3.774 0.000
H 2.523 -2.641 0.919 0.000
H -3.510 -2.167 3.056 0.000
H -2.139 3.798 -3.268 0.000
C -3.935 2.841 2.625 0.000
H 2.968 -1.174 -0.994 0.000
H -3.610 3.877 2.472 0.000
H -3.383 -3.232 1.674 0.000
H -4.122 0.505 0.657 0.000
H 2.366 -0.813 2.970 0.000
H -2.157 -0.487 -3.813 0.000
C -2.880 2.293 -1.941 0.000
H 0.513 -5.563 2.908 0.000
C -3.642 0.518 -0.337 0.000
C 2.731 4.166 -0.431 0.000
C -0.579 -1.853 3.042 0.000
N 1.593 2.618 3.306 -0.006
O 1.606 -2.461 -1.820 0.000
H -1.501 -1.106 -2.304 0.000
H 0.449 1.356 -1.074 -0.001
C -1.806 -0.008 4.054 0.001
H 1.969 3.750 -3.628 0.000
C -1.091 -4.164 2.547 0.000
C -1.907 -0.744 5.375 0.000
```

Calculated values
HOMO-LUMO gap (alpha / beta) = 7.8065 / 7.8816 eV
energy relative to the best compared isomer or geometry (same formula, charge and spin) = 77.12 kcal/mol
LUMO (alpha / beta) = -0.084 / -0.082 hartree
spin multiplicity = 3
total charge = +1